Formula: C5H6N2
Source: the Open Molecules 2025 dataset
Level of theory: the ωB97M-V functional and the def2-TZVPD basis

Each line ends with the natural charge from an NBO analysis.
Geometry (Å):
1 H 1.36716 -2.18067 -0.22266  0.33
2 N 2.27013 -1.75102 -0.09296  -0.54
3 C 2.12500 -0.54808 0.18747  0.09
4 C 0.94496 0.26716 0.24580  0.08
5 C 0.81349 1.58057 -0.04993  -0.38
6 N -0.28105 -0.46700 0.57264  -0.46
7 C -1.40563 -0.46702 0.09738  0.42
8 C -2.60990 -0.88497 -0.01597  -0.61
9 H 2.94442 0.04393 0.39108  0.16
10 H -0.24030 1.86851 0.10929  0.21
11 H 1.54525 2.33060 -0.26074  0.22
12 H -2.75259 -1.86146 -0.47893  0.25
13 H -3.36373 -0.16092 0.31153  0.25

Results
SMILES string: [H]/N=C\C(=C)N=C=C
LUMO (eV): 0.32
Energy relative to the best compared isomer or geometry (same formula, charge and spin) (kJ/mol): 323.9
Total energy (Ha): -303.51270